Entry 1:
Molecular formula: C11H9Cl
Method: DFT, ωB97M-V/def2-TZVPD

```
! RIJCOSX wB97M-V def2-TZVPD def2/J DEFGRID3
* xyz 0 3
C -2.704 -0.076 -1.027
C -1.769 -0.483 -1.969
C -2.374 0.014 0.318
C -0.479 -0.814 -1.591
C -1.094 -0.319 0.706
C -0.152 -0.732 -0.248
C -0.454 -0.320 2.062
C 0.938 -0.793 1.770
C 3.037 2.158 -1.145
C 3.388 2.078 -0.007
C 1.083 -1.016 0.458
Cl 2.505 -1.547 -0.334
H -3.704 0.176 -1.350
H -2.054 -0.542 -3.008
H -3.114 0.337 1.037
H 0.255 -1.126 -2.318
H -0.966 -0.981 2.762
H 1.688 -0.928 2.528
H 2.747 2.248 -2.150
H -0.447 0.681 2.503
H 3.671 1.986 1.001
*
```

Properties
Expectation value of S² = 2.03
Maximum force = 8.56 eV/A
LUMO (spin up / spin down) = 0.0334 / -0.0871 Eh
E_tot = -24069.47543 eV

These are the Löwdin partial charges, in e, on atoms 1 to 8:
1. C -0.089
2. C -0.084
3. C -0.029
4. C -0.033
5. C -0.175
6. C -0.207
7. C -0.112
8. C -0.094

Entry 2:
Molecular formula: H3N2OS
Method: DFT, ωB97M-V/def2-TZVPD

```
! RIJCOSX wB97M-V def2-TZVPD def2/J DEFGRID3
* xyz -1 1
N 3.120 -0.339 0.247
N 2.913 1.115 -0.355
O 3.099 -1.447 -0.390
S -7.539 -0.336 -0.254
H 3.580 -0.099 1.212
H 2.932 0.997 -1.378
H -8.105 0.108 0.916
*
```

Properties
Maximum force = 6.90 eV/A
LUMO = 0.0050 Eh
E_tot = -15907.31978 eV

Formally, the Löwdin partial charges of the atoms, in units of the elementary charge, are as follows:
1. N -0.180
2. N 0.064
3. O -0.058
4. S -0.497
5. H 0.175
6. H -0.001
7. H -0.503

Entry 3:
Molecular formula: C26H39As3N2O3Pb
Method: DFT, ωB97M-V/def2-TZVPD

```
! RIJCOSX wB97M-V def2-TZVPD def2/J DEFGRID3
* xyz 2 1
Pb 1.244 0.762 0.739
C 1.010 -1.709 5.214
O 2.016 -0.748 5.552
C 3.169 -0.721 4.866
C 4.342 -0.603 5.516
C 5.605 -0.528 4.815
C 5.677 -0.564 3.478
C 4.469 -0.605 2.682
C 4.609 -0.644 1.337
N 3.569 -0.560 0.413
N 3.961 -0.659 -0.766
C 2.900 -0.512 -1.731
O 1.790 -0.065 -1.409
C 3.243 -0.904 -3.074
C 4.554 -1.285 -3.406
C 4.845 -1.662 -4.703
C 3.842 -1.666 -5.664
C 2.538 -1.288 -5.341
C 2.237 -0.905 -4.055
C 3.137 -0.640 3.400
O 2.060 -0.588 2.805
H 0.161 -1.197 4.763
H 0.700 -2.178 6.145
H 1.391 -2.473 4.537
H 4.331 -0.588 6.598
H 6.511 -0.465 5.403
H 6.630 -0.537 2.969
H 5.602 -0.735 0.905
H 5.329 -1.273 -2.655
H 5.852 -1.951 -4.968
H 4.075 -1.963 -6.678
H 1.770 -1.297 -6.102
H 1.233 -0.605 -3.787
C -0.584 -2.666 1.640
As -0.861 -1.098 0.539
C -1.037 -1.860 -1.232
C -2.613 -0.521 1.193
C -3.497 0.538 0.494
C -4.858 0.412 1.201
C -3.014 1.976 0.745
As -1.235 2.548 0.135
C -1.028 4.116 1.267
C -1.520 3.406 -1.584
C -3.631 0.233 -1.008
As -5.320 0.766 -1.935
C -4.870 2.583 -2.517
C -4.832 -0.121 -3.611
H -1.388 -3.378 1.460
H -0.583 -2.376 2.689
H 0.371 -3.125 1.393
H -1.903 -2.520 -1.257
H -0.136 -2.437 -1.436
H -1.147 -1.078 -1.977
H -2.435 -0.237 2.235
H -3.174 -1.460 1.222
H -4.739 0.489 2.284
H -5.330 -0.545 0.973
H -5.541 1.197 0.881
H -3.010 2.172 1.821
H -3.729 2.675 0.307
H -1.900 4.761 1.164
H -0.139 4.668 0.969
H -0.929 3.816 2.310
H -2.358 4.099 -1.523
H -1.716 2.665 -2.355
H -0.616 3.955 -1.844
H -3.635 -0.852 -1.149
H -2.771 0.619 -1.568
H -4.864 3.275 -1.675
H -5.654 2.909 -3.201
H -3.915 2.622 -3.041
H -4.958 -1.198 -3.510
H -3.804 0.104 -3.900
H -5.501 0.225 -4.398
*
```

Properties
Maximum force = 0.45 eV/A
LUMO = -0.2953 Eh
E_tot = -224464.39192 eV

These are the Löwdin partial charges, in e, on atoms 1 to 8:
1. Pb 1.161
2. C -0.042
3. O -0.052
4. C -0.229
5. C 0.072
6. C -0.014
7. C -0.034
8. C -0.074

Entry 4:
Molecular formula: C17H39IO10P2S
Method: DFT, ωB97M-V/def2-TZVPD

```
! RIJCOSX wB97M-V def2-TZVPD def2/J DEFGRID3
* xyz 0 1
C -0.205 1.391 -1.936
O 0.804 2.057 -1.135
C 0.759 1.663 0.243
C -0.431 2.337 1.101
P -1.765 1.133 1.821
O -2.825 0.646 0.530
I -0.605 -0.934 2.611
O -1.299 3.279 0.361
C -0.495 4.502 0.378
O -0.710 5.438 -0.425
O 0.543 4.409 1.389
C -0.026 3.379 2.276
P 1.007 2.767 3.729
O 1.899 1.350 3.385
O 2.071 4.069 4.140
S -0.147 2.545 5.307
H -0.984 0.803 -1.339
H -0.763 2.205 -2.538
H 0.237 0.686 -2.742
H 1.744 2.039 0.720
H 0.788 0.512 0.319
H -2.922 -0.338 0.536
H -1.050 3.860 2.520
H 1.794 0.699 4.116
H 1.513 4.879 3.988
C -0.721 -4.578 6.021
C -0.578 -5.199 4.642
O 0.618 -4.825 3.971
C 1.838 -5.176 4.608
C 2.009 -6.671 4.814
H -0.663 -3.487 5.958
H -1.681 -4.853 6.465
H 0.068 -4.909 6.700
H -1.406 -4.856 4.015
H -0.660 -6.290 4.693
H 1.941 -4.633 5.553
H 2.641 -4.817 3.958
H 1.246 -7.079 5.480
H 2.986 -6.886 5.252
H 1.927 -7.201 3.861
C 3.244 -2.780 -2.461
C 2.945 -1.980 -3.717
O 3.078 -0.575 -3.541
C 4.361 -0.103 -3.159
C 5.454 -0.432 -4.162
H 2.605 -2.453 -1.636
H 3.072 -3.845 -2.638
H 4.281 -2.660 -2.139
H 1.906 -2.159 -4.008
H 3.564 -2.317 -4.555
H 4.618 -0.472 -2.160
H 4.278 0.983 -3.074
H 5.599 -1.509 -4.267
H 6.404 0.004 -3.846
H 5.198 -0.039 -5.150
C -3.500 4.449 -3.012
C -3.338 3.253 -3.925
O -3.937 2.069 -3.415
C -5.339 2.114 -3.195
C -6.143 2.396 -4.453
H -3.094 4.226 -2.021
H -2.972 5.314 -3.422
H -4.548 4.730 -2.882
H -2.270 3.045 -4.033
H -3.716 3.461 -4.933
H -5.575 2.835 -2.406
H -5.623 1.132 -2.809
H -5.918 3.381 -4.867
H -7.213 2.361 -4.236
H -5.917 1.657 -5.226
*
```

Properties
Maximum force = 6.19 eV/A
SMILES string = COC[C@]1(P(O)I)OC(=O)O[C@@H]1P(O)(O)=S.CCOCC.CCOCC.CCOCC
LUMO = -0.0119 Eh
E_tot = -76247.56668 eV

These are the Löwdin partial charges, in e, on atoms 1 to 8:
1. C -0.076
2. O -0.192
3. C -0.184
4. C -0.530
5. P 0.642
6. O -0.403
7. I 0.433
8. O -0.041